[1]
The following is a DFT calculation (ωB97M-V/def2-TZVPD) of a 10-piece molecular cluster, C32H90N6O10 overall.

## Properties
HOMO-LUMO gap   0.3296 Ha
HOMO energy   -8.61 eV
Structure (SMILES)   COC[C@H](C)N.COC[C@H](C)N.COC[C@H](C)N.COC[C@H](C)N.COC[C@H](C)N.COC[C@H](C)N.CCO.CCO.CCO.CCO
Relative energy (zero: lowest compared OMol25 entry of this formula, charge and spin)   93.6 kcal per mole

Atoms and positions in Å:
O -3.813 1.591 4.486
O 3.646 -5.058 2.340
O -4.367 1.503 -3.115
O -3.168 3.623 2.466
O 5.128 -2.565 -2.014
O 0.620 6.856 0.206
O 0.083 4.934 -4.184
O 1.613 -0.061 1.058
O -6.874 -2.945 -0.709
O 6.201 2.044 1.054
N -0.386 -2.400 -0.847
N -5.096 -2.718 2.587
N 4.881 -2.676 3.507
N -3.043 3.204 -1.131
N 5.649 -4.227 0.067
N -1.949 -0.009 -2.381
C -5.243 -2.540 1.181
C 2.823 -1.882 4.314
C 5.072 2.289 0.283
C 2.789 -5.865 1.437
C -2.657 -1.895 -3.803
C 4.805 1.072 -0.484
C 1.346 1.251 1.621
C -3.391 5.007 2.884
C 6.439 -3.097 -0.011
C 1.972 5.023 0.037
C 6.466 -2.695 -1.484
C -3.891 -2.680 0.523
C -4.182 2.169 -4.314
C -6.451 -3.286 0.609
C -4.230 1.880 0.357
C 0.201 3.854 -3.230
C 0.480 2.562 -3.984
C -2.463 3.499 1.231
C -4.178 0.095 -3.066
C -7.148 -1.563 -0.964
C 1.563 -1.439 -1.588
C 5.091 -2.063 -3.388
C -3.576 3.230 0.212
C -2.686 0.039 3.186
C -3.859 0.242 4.171
C 0.820 -1.780 -0.277
C -2.782 -0.330 -3.464
C 1.887 6.348 0.718
C 2.924 -3.851 2.571
C 3.536 -3.108 3.799
C 7.900 -3.350 0.472
C 0.449 -0.530 0.571
H -2.518 -1.029 3.050
H -3.894 5.664 2.174
H -5.554 -1.509 1.017
H 0.683 4.116 -2.289
H -7.280 -3.060 1.279
H -6.218 -4.349 0.540
H 4.826 -1.828 2.961
H 3.578 -3.867 4.580
H 1.523 2.613 -4.295
H 2.790 4.400 0.397
H 2.972 -3.111 1.772
H 8.436 -3.944 -0.269
H 0.894 5.339 -4.499
H -2.198 0.937 -2.130
H -3.738 2.084 3.666
H 1.779 6.158 1.786
H -5.947 -2.426 3.045
H -7.725 -1.342 -1.862
H 6.680 2.876 1.084
H 7.036 -3.413 -2.075
H -1.766 0.425 3.624
H 1.763 -2.065 4.491
H 5.357 -1.008 -3.440
H -2.950 4.197 -1.294
H 0.987 4.562 0.117
H 1.590 2.059 0.930
H 6.137 -2.220 0.562
H 5.153 -3.371 2.826
H -0.791 -1.798 -1.550
H -0.330 -0.575 1.333
H 1.056 -0.689 -2.195
H -4.803 0.056 3.659
H 3.253 -1.481 5.231
H 5.250 3.076 -0.449
H -4.406 -0.155 -2.030
H 4.033 -2.248 -3.576
H -1.720 -2.212 -4.261
H -3.748 -0.423 5.027
H 2.480 -0.916 -1.317
H 2.870 -0.977 3.708
H -0.046 0.184 -0.087
H 2.173 5.251 -1.010
H -4.359 3.988 0.236
H 0.352 1.666 -3.377
H -3.659 -3.689 0.180
H 4.577 0.228 0.166
H -3.074 -2.390 1.183
H -1.882 4.358 0.894
H -1.043 0.139 -2.801
H 5.729 -2.717 -3.982
H 1.347 -2.449 0.403
H -4.507 1.694 -5.239
H -4.730 3.110 -4.350
H -0.834 3.741 -2.907
H -2.414 0.313 -4.264
H -2.852 0.339 2.151
H 4.720 -4.028 -0.277
H 3.314 -6.820 1.458
H -5.157 1.865 -0.216
H -3.563 1.050 0.121
H 0.386 1.311 2.133
H -1.105 -2.648 -0.181
H 3.876 1.288 -1.011
H 5.568 0.775 -1.205
H 5.466 -4.603 0.986
H -2.865 -2.429 -2.876
H 2.744 6.949 0.414
H 0.231 7.360 0.924
H -3.431 -2.071 -4.550
H -4.428 1.537 1.372
H -0.058 2.354 -4.909
H 4.271 2.675 0.914
H -3.914 5.049 3.839
H -5.043 -3.720 2.704
H -2.440 5.517 3.034
H -4.827 -0.440 -3.759
H 1.766 -6.049 1.766
H -7.596 -1.035 -0.123
H 7.926 -3.856 1.437
H -3.811 -2.188 -0.446
H 1.881 -4.056 2.812
H 1.794 -2.362 -2.121
H 2.758 -5.503 0.409
H -6.269 -0.990 -1.262
H 1.973 1.408 2.498
H -3.100 2.295 -4.348
H 8.434 -2.400 0.458
H -1.905 2.564 1.197
H 6.986 -1.740 -1.563
H -3.855 2.923 -1.661

=====

[2]
The following is a DFT calculation (ωB97M-V/def2-TZVPD) of a 10-piece molecular cluster, C32H91N7O10 overall.

## Properties
HOMO-LUMO gap (alpha / beta)   0.2958 / 0.1033 Ha
HOMO energy (alpha / beta)   -10.64 / -10.64 eV
Total charge   +1
Multiplicity   2

Atoms and positions in Å:
O 3.357 -1.664 4.173
O -0.835 1.538 5.966
O -4.118 3.779 -4.139
O 0.956 -5.511 -0.270
O 0.823 -3.888 -5.707
O 1.141 -1.437 -1.486
O 0.701 5.211 5.104
O 4.068 0.588 -3.709
O -3.289 2.800 1.456
O -4.752 0.536 1.082
N 2.380 1.383 -6.114
N -1.992 2.354 -1.440
N -1.232 -0.350 -0.561
N 1.194 -4.743 -9.324
N -2.738 -5.684 0.111
N 2.568 4.081 2.122
N -1.988 1.628 8.325
C 1.618 -4.313 -7.984
C 0.392 1.510 9.005
C -4.181 0.058 2.216
C -2.284 2.746 -2.857
C 2.150 -2.507 -1.387
C -5.138 4.700 -4.107
C 5.097 1.018 -2.882
C 2.813 1.250 -3.660
C -0.731 1.896 4.564
C 1.466 -0.449 -4.806
C -0.340 -6.228 -0.379
C -0.480 2.702 6.765
C 1.996 -1.419 3.667
C 1.195 5.278 3.795
C 1.044 -0.774 -0.259
C -0.042 1.045 1.107
C 0.024 0.227 -0.232
C -3.531 3.667 -2.820
C -2.345 1.499 -3.647
C -1.353 -5.225 0.291
C -4.626 0.717 3.509
C -0.173 -3.993 -4.710
C 1.562 -2.734 3.084
C -0.744 2.428 8.324
C 2.285 4.167 3.532
C 0.432 -4.086 -7.042
C -0.063 6.363 5.470
C 3.585 4.247 4.435
C 1.879 0.940 -4.809
C -1.269 -5.046 1.862
C 2.053 -6.149 -0.939
C 2.395 -2.962 -8.314
H 0.570 2.981 6.681
H 0.726 -1.595 0.383
H 0.349 0.429 8.868
H 0.330 1.761 4.357
H -0.695 6.046 6.299
H -3.991 0.255 4.265
H 1.833 0.934 -6.834
H 0.380 -0.536 -4.809
H 2.738 -2.426 -7.428
H 1.829 -2.202 -8.852
H -1.339 1.225 3.957
H -4.852 5.700 -3.781
H 2.032 -7.158 -0.528
H -3.340 -4.881 0.221
H -0.379 -4.512 2.196
H -4.570 -0.959 2.182
H -0.765 6.659 4.691
H -1.877 0.345 -0.910
H 1.803 3.913 1.485
H 3.283 -2.238 4.939
H -0.548 -6.437 -1.428
H 3.180 3.284 2.027
H -1.127 -3.519 -4.938
H -1.367 1.020 -3.667
H -0.196 -4.974 -7.115
H 2.960 2.328 -3.711
H -0.834 3.352 8.897
H 0.448 5.020 3.044
H -2.770 -5.860 -0.883
H -3.113 -0.134 2.120
H -2.875 2.391 -0.952
H -5.758 4.839 -4.993
H 0.985 1.480 -4.499
H 0.182 1.468 10.074
H 0.600 7.156 5.818
H -1.423 3.258 -3.287
H -3.258 4.595 -2.318
H -4.339 1.769 3.478
H -0.421 -7.131 0.227
H 3.425 4.305 5.512
H -1.769 0.902 7.657
H 0.527 -5.500 -9.375
H 3.025 -5.730 -0.679
H -0.851 1.771 1.033
H 3.206 -3.403 -8.892
H 0.835 1.609 1.426
H 1.419 -3.585 3.749
H 1.921 -1.108 -5.546
H -5.676 0.545 3.746
H 3.307 1.000 -6.238
H -2.056 -4.524 2.406
H -1.190 -4.250 -0.170
H 0.289 0.950 -1.003
H -2.812 1.994 1.655
H 0.263 -3.747 -3.741
H 2.306 0.900 -2.761
H -3.079 0.710 -3.483
H -2.061 1.189 9.232
H 1.758 -0.964 -3.890
H -1.070 -1.043 -1.277
H -4.174 2.507 1.238
H 1.761 -3.257 -0.698
H 4.271 3.446 4.160
H 1.621 6.246 3.532
H -4.252 3.170 -2.170
H 2.142 -0.715 2.847
H 1.222 -1.027 4.326
H 4.564 1.468 -2.045
H 4.249 5.073 4.183
H -0.191 0.270 1.860
H -0.981 2.913 4.261
H -0.098 -3.175 -7.318
H 2.229 -5.060 -7.479
H 5.511 1.884 -3.400
H -2.416 1.765 -4.702
H -5.062 -0.157 0.494
H 3.055 -1.982 -1.080
H 1.983 -0.399 0.148
H -5.810 4.300 -3.348
H 0.535 -2.641 2.731
H 2.541 -2.915 -2.319
H 1.977 3.183 3.886
H -1.137 3.489 6.396
H 5.683 0.162 -2.550
H -1.349 3.012 -1.022
H -1.146 -6.068 2.221
H 1.375 1.976 9.061
H 0.762 -4.010 -9.868
H 2.052 -6.246 -2.025
H 2.185 -3.003 2.231
H -0.140 -5.073 -4.570

=====

[3]
The following is a DFT calculation (ωB97M-V/def2-TZVPD) of C32H92F2N9O14PbS2 as an isolated structure.

## Properties
HOMO-LUMO gap   0.2187 Ha
HOMO energy   -10.33 eV
Total charge   +1
Relative energy (zero: lowest compared OMol25 entry of this formula, charge and spin)   72.8 kcal per mole

Atoms and positions in Å:
Pb -2.819 1.391 3.007
S -0.445 -0.315 0.723
S -1.327 1.645 -0.356
F -0.604 -1.234 2.028
F -1.695 3.103 0.210
O 3.315 7.323 -0.848
O -2.466 1.277 -1.144
O -4.479 1.560 0.960
O 4.522 -1.875 2.474
O 0.564 -5.245 -3.158
O -0.757 2.618 3.935
O 1.295 -5.829 4.217
O 3.953 0.524 -3.695
O -0.070 1.916 -0.992
O 0.959 -0.061 0.730
O -4.358 7.183 -2.833
O -2.862 3.538 -2.988
O -5.031 -3.278 -3.746
O -1.037 -1.157 -0.266
N -4.140 -1.778 -1.550
N -1.537 -0.253 4.297
N -6.476 5.149 -0.670
N 0.165 7.829 -0.425
N -1.298 0.925 1.218
N 1.804 2.263 -3.329
N 1.853 -3.896 0.090
N 0.221 -3.105 3.725
N 5.302 -4.257 1.220
C -4.119 5.206 -0.340
C 2.949 1.967 -1.195
C -1.500 -4.178 2.327
C 1.123 6.738 -0.199
C 0.091 1.558 4.349
C 0.003 3.658 3.278
C 0.270 5.479 -0.084
C 2.171 6.584 -1.280
C -5.257 5.920 -1.040
C 4.215 1.873 -3.381
C 0.270 -0.352 5.944
C 4.823 -4.283 2.594
C 1.567 -3.973 -1.367
C -3.279 -3.784 -0.484
C -4.768 -3.931 -2.528
C -3.960 7.252 -4.197
C 3.074 2.534 -2.621
C 2.825 -3.575 -2.157
C -3.671 -3.166 -1.804
C -6.004 -3.863 -4.546
C 0.559 -5.483 3.058
C 0.073 -6.471 -3.625
C 3.793 0.253 -5.083
C 3.192 -1.467 2.622
C 0.851 -5.233 -1.790
C 4.361 7.407 -1.785
C -0.697 0.581 5.188
C 2.064 -6.991 4.005
C -0.447 -4.365 3.399
C -5.163 6.056 -2.584
C 5.501 -5.377 3.429
C 4.971 -2.922 3.310
H 2.352 2.529 -0.475
H -2.198 -3.355 2.477
H -0.016 -6.495 -4.707
H 3.631 -4.304 -2.103
H 1.567 7.015 0.756
H 3.169 -0.393 2.851
H 1.801 6.798 -2.287
H -4.482 5.084 0.685
H 2.755 -4.273 0.372
H 5.155 8.017 -1.351
H 5.467 -6.315 2.866
H -6.941 -3.913 -3.977
H 1.556 -6.049 -1.544
H 3.150 -0.621 -5.161
H 6.037 -2.756 3.477
H 0.722 4.092 3.974
H -5.772 -4.836 -5.001
H 1.220 -0.583 5.450
H 0.727 -7.286 -3.293
H -3.335 6.408 -4.495
H -4.867 2.339 0.528
H -4.870 7.273 -4.807
H 0.650 0.200 6.809
H -3.392 3.219 -3.727
H 2.321 -7.352 5.013
H 5.134 1.890 -2.781
H 0.861 -3.150 -1.530
H 0.911 4.591 -0.023
H -1.009 -4.029 1.362
H 3.259 3.606 -2.513
H -4.707 -1.579 -2.373
H -4.783 0.803 0.433
H 3.967 1.928 -0.785
H 4.505 -3.078 4.288
H 0.796 2.005 5.062
H 4.543 2.494 -4.222
H 2.551 -1.915 3.388
H -2.545 -3.173 0.039
H 3.068 -2.546 -1.897
H -6.239 -3.317 -5.464
H 1.434 -7.808 3.646
H -0.010 -6.344 2.687
H 1.923 1.329 -3.702
H -1.341 1.012 5.957
H -0.867 -4.781 4.324
H 5.064 -5.550 4.407
H 3.060 -6.871 3.575
H -5.451 6.895 -0.591
H -2.820 -3.160 -2.494
H 3.300 1.088 -5.588
H -6.354 4.231 -1.114
H 0.516 8.720 -0.104
H -2.934 -4.818 -0.542
H -5.625 -3.909 -1.836
H -6.201 6.148 -2.922
H 4.034 7.854 -2.724
H -4.125 -3.795 0.213
H -3.104 5.560 -0.490
H -0.343 5.297 -0.975
H -0.685 4.409 2.904
H 3.753 -4.518 2.512
H 1.988 -2.896 0.206
H 1.037 -3.238 4.307
H 2.554 5.553 -1.288
H -4.709 5.149 -2.992
H -2.861 2.808 -2.357
H -0.937 -0.916 3.806
H 6.318 -4.155 1.234
H 0.008 -5.522 -1.154
H 0.460 -2.681 2.833
H -0.157 -1.309 6.240
H -2.103 -5.087 2.278
H 2.563 0.951 -1.106
H -3.311 -1.196 -1.607
H -0.199 7.928 -1.362
H -0.500 5.453 0.687
H 0.565 3.203 2.458
H 5.006 -3.367 0.824
H 2.544 -3.515 -3.216
H -0.917 -6.688 -3.202
H -3.439 8.196 -4.338
H 4.734 0.081 -5.608
H 1.233 -5.147 2.261
H -4.113 4.163 -0.692
H 0.626 1.022 3.557
H -2.115 -0.853 4.887
H 1.132 2.287 -2.580
H 2.608 -1.497 1.701
H 4.846 6.431 -1.912
H -4.510 -4.963 -2.787
H -7.305 5.435 -1.190
H 6.581 -5.204 3.410

=====

Respective total energy values: -2353.8365, -2408.8376, -4009.0854 hartree.
Respective F_max values: 3.7, 3.8, 5.4 eV Å⁻¹.